# 1
A gas-phase ion, C18H24ClN2O2S (charge +1), computed with ωB97M-V with the def2-TZVPD basis set.

Results
charge	+1
electronic energy	-1818.419233	hartree
F_max	0.0167	hartree/bohr
spin multiplicity	1
ΔE to the lowest compared entry with this formula, charge and spin	0.00	kJ/mol
SMILES string	O[C@@H](COCc1cccs1)CN1CC[NH+](c2cccc(Cl)c2)CC1
Kohn-Sham gap	9.7	eV

Each line ends with the natural charge from an NBO analysis.
CARTESIAN COORDINATES (ANGSTROEM)
O: -0.41541 0.08802 1.13365  -0.75
C: 0.21071 -1.07851 1.64947  0.04
C: 0.35204 -2.15489 0.54291  -0.10
O: -0.63067 -2.02405 -0.46204  -0.55
C: -1.80194 -2.81422 -0.29897  -0.10
C: -2.70031 -2.32919 0.79140  -0.25
C: -3.00097 -2.92271 1.97693  -0.23
C: -3.88103 -2.15325 2.77504  -0.25
C: -4.22995 -0.98192 2.19195  -0.38
S: -3.51401 -0.79236 0.63863  0.40
C: 1.58508 -0.66690 2.24922  -0.22
N: 2.35263 0.31842 1.54423  -0.46
C: 2.00317 1.71677 1.65341  -0.23
C: 1.71001 2.33346 0.26747  -0.24
N: 1.22532 1.25094 -0.61219  -0.44
C: 0.50239 1.65995 -1.81139  0.12
C: -0.53441 0.85067 -2.25325  -0.20
C: -1.22631 1.20464 -3.39993  -0.18
C: -0.89032 2.34877 -4.10131  -0.21
C: 0.15637 3.14390 -3.65418  -0.01
Cl: 0.59759 4.56567 -4.51573  0.06
C: 0.86271 2.80125 -2.50664  -0.26
C: 2.34666 0.34258 -0.94095  -0.23
C: 3.11463 0.01361 0.37149  -0.24
H: -1.29905 -0.15478 0.80443  0.51
H: -0.41013 -1.47762 2.46100  0.20
H: 1.31161 -2.04676 0.03195  0.18
H: 0.32174 -3.14947 0.99844  0.20
H: -1.52667 -3.85856 -0.10765  0.20
H: -2.30618 -2.75148 -1.26743  0.21
H: -2.61923 -3.88326 2.27367  0.23
H: -4.23443 -2.46553 3.74034  0.24
H: -4.87423 -0.21100 2.56366  0.25
H: 2.18827 -1.57164 2.35393  0.21
H: 1.40551 -0.27269 3.25153  0.22
H: 1.13007 1.81277 2.29747  0.23
H: 2.83125 2.27134 2.11477  0.21
H: 2.61383 2.76854 -0.16146  0.22
H: 0.94438 3.10546 0.34294  0.24
H: 0.54099 0.70550 0.00285  0.50
H: -0.79187 -0.05248 -1.72071  0.24
H: -2.03540 0.58285 -3.74785  0.23
H: -1.43109 2.62510 -4.99164  0.25
H: 1.67194 3.43382 -2.18202  0.24
H: 1.93039 -0.54713 -1.41569  0.23
H: 3.00169 0.83788 -1.66082  0.23
H: 3.41093 -1.03469 0.38498  0.23
H: 4.03167 0.61316 0.40410  0.21

Forces on the atoms, in the same order (eV/Å):
O 0.1 0.2 0.0
C 0.3 -0.5 0.2
C 0.0 0.3 0.2
O 0.1 0.0 -0.1
C -0.2 -0.1 -0.1
C -0.1 0.3 -0.1
C 0.1 0.1 -0.3
C -0.1 0.2 0.1
C 0.1 0.1 -0.2
S 0.0 -0.6 0.2
C -0.6 -0.1 0.1
N -0.1 0.0 -0.2
C 0.2 0.1 0.2
C 0.1 0.4 0.5
N -0.4 -0.2 0.0
C -0.4 0.2 -0.5
C 0.1 0.0 0.1
C 0.1 0.1 0.1
C 0.1 0.1 0.0
C -0.1 -0.3 0.2
Cl 0.0 0.1 0.0
C 0.0 0.0 0.0
C 0.7 -0.5 0.1
C 0.1 0.1 -0.1
H 0.0 0.1 0.1
H 0.1 0.1 -0.1
H 0.0 0.0 0.1
H 0.1 0.0 0.0
H -0.1 0.1 0.0
H 0.0 -0.1 0.1
H 0.1 -0.2 0.0
H -0.1 0.0 0.2
H -0.2 0.1 0.2
H 0.0 0.0 0.1
H 0.0 -0.1 0.0
H 0.0 0.0 -0.1
H -0.1 0.1 -0.1
H -0.1 0.0 -0.1
H 0.0 -0.1 -0.1
H 0.1 0.2 -0.3
H 0.0 -0.1 0.1
H -0.1 -0.1 0.0
H 0.0 0.1 -0.1
H 0.1 0.1 0.1
H -0.1 0.1 0.0
H -0.2 0.0 0.0
H 0.0 0.0 -0.1
H 0.0 -0.1 -0.1

=====

# 2
A molecular structure, C22H22F6N15O8S3Se2Sr at a distorted geometry, computed with ωB97M-V with the def2-TZVPD basis set.

Results
charge	-1
electronic energy	-8902.187684	hartree
F_max	0.0439	hartree/bohr
spin multiplicity	1
ΔE to the lowest compared entry with this formula, charge and spin	249.38	kJ/mol
Kohn-Sham gap	6.7	eV

Each line ends with the Löwdin charge.
CARTESIAN COORDINATES (ANGSTROEM)
Sr: 1.11024 -2.30169 -0.85340  1.29
F: -2.41609 -2.74895 -4.67012  0.16
C: -2.82093 -2.48561 -3.44111  -0.68
F: -3.49585 -1.33813 -3.43738  0.15
F: -3.62663 -3.46533 -3.03519  0.15
S: -1.44443 -2.36582 -2.20489  0.54
O: -2.14091 -2.15076 -0.97483  -0.26
O: -0.65272 -3.57483 -2.30978  -0.37
N: -0.50594 -1.08099 -2.49518  -0.38
S: 0.58990 -1.19609 -3.70596  0.61
O: 1.88483 -1.47555 -3.12643  -0.38
O: 0.13584 -1.98313 -4.81147  -0.26
C: 0.70341 0.51836 -4.42639  -0.67
F: 1.65796 1.23436 -3.86830  0.16
F: 0.99826 0.36349 -5.71570  0.15
F: -0.46472 1.14612 -4.32755  0.14
Se: 1.27359 -5.92902 1.59759  0.68
Se: 2.02899 -3.73083 1.56330  0.64
C: 0.58543 -2.75579 2.42291  -0.71
C: 0.50262 -2.76178 3.78598  -0.16
C: -0.50370 -1.91583 4.34235  -0.12
C: -1.11374 -1.00585 3.55779  -0.07
C: -0.67017 -0.86160 2.15078  -0.28
N: -0.11820 -2.01540 1.55923  -0.11
C: 0.90985 -6.18485 -0.28100  -0.66
C: 0.22733 -7.35603 -0.60745  -0.13
C: 0.01845 -7.65312 -1.93908  -0.07
C: 0.49864 -6.78116 -2.90581  -0.06
C: 1.14406 -5.63745 -2.48061  -0.16
N: 1.34647 -5.33013 -1.19556  0.00
H: 1.13947 -3.39048 4.38774  0.08
H: -0.78440 -2.01750 5.38480  0.10
H: -1.89920 -0.35861 3.92629  0.09
H: -1.44711 -0.42161 1.52832  0.11
H: -0.13016 -8.01502 0.17299  0.09
H: -0.51185 -8.55465 -2.21938  0.11
H: 0.36209 -6.96962 -3.96101  0.10
H: 1.52458 -4.92670 -3.20438  0.12
N: 3.59215 0.90420 0.81693  0.14
C: 4.01653 -0.16872 0.02730  -0.49
N: 5.09756 -0.13896 -0.73401  0.02
N: 5.12948 -1.36574 -1.30271  -0.10
N: 4.13213 -2.06995 -0.88039  -0.13
N: 3.38628 -1.33917 -0.02812  -0.15
C: 2.35750 0.91032 1.41103  -0.43
N: 1.69357 1.97834 1.89106  0.07
N: 0.51375 1.49736 2.27945  0.04
N: 0.51590 0.22845 2.02800  -0.09
N: 1.64343 -0.19780 1.50860  0.13
H: 4.12885 1.75283 0.78107  0.14
C: -3.53445 5.33343 4.52844  -0.12
C: -2.29915 4.85638 3.77973  -0.30
S: -2.53350 5.05383 2.02570  0.63
O: -2.74152 6.45387 1.74019  -0.31
O: -3.52995 4.10056 1.58990  -0.32
C: -0.97306 4.53298 1.37604  -0.22
C: -1.02214 4.47786 -0.14639  -0.13
N: -0.05904 3.50440 -0.65496  0.06
C: -0.31043 2.19050 -0.89084  -0.31
N: 0.77706 1.54281 -1.28941  0.14
C: 1.77705 2.45742 -1.29704  -0.06
C: 1.29074 3.66603 -0.89985  -0.16
N: 2.03717 4.84252 -0.63645  -0.33
O: 1.47298 5.79105 -0.10538  0.06
O: 3.20543 4.84368 -0.97859  0.08
C: -1.65493 1.55949 -0.79588  0.03
H: -3.38150 5.21114 5.60004  0.08
H: -4.40979 4.75447 4.23658  0.08
H: -3.72918 6.38459 4.32116  0.07
H: -2.09757 3.79683 3.94092  0.11
H: -1.41038 5.43212 4.04039  0.11
H: -0.78744 3.54009 1.78916  0.08
H: -0.19785 5.21349 1.72642  0.11
H: -0.79997 5.44913 -0.57146  0.13
H: -2.00498 4.16535 -0.49044  0.11
H: 2.78932 2.21535 -1.57427  0.12
H: -2.01870 1.31613 -1.79522  0.09
H: -2.38726 2.18379 -0.28917  0.07
H: -1.56934 0.61720 -0.25971  0.06

Forces on the atoms, in the same order (eV/Å):
Sr 1.6 0.2 1.6
F 0.0 0.0 0.0
C 0.0 0.0 -0.1
F 0.0 0.0 0.0
F 0.0 0.0 0.0
S -0.2 0.7 -0.3
O 0.1 0.3 -0.2
O -0.4 0.0 -0.3
N -0.5 -0.4 -0.9
S -0.7 -0.3 0.0
O -0.1 0.1 -0.2
O 0.1 0.0 0.0
C 0.0 0.1 0.1
F 0.0 0.0 -0.1
F 0.0 0.0 0.0
F 0.0 0.0 0.0
Se -0.1 0.1 -0.3
Se 0.3 -0.5 0.9
C 0.1 -0.1 -0.3
C 0.0 0.1 0.0
C 0.0 0.0 0.0
C -0.1 0.1 0.0
C -0.1 -0.1 0.0
N -0.1 -0.2 0.0
C 0.0 -0.1 0.0
C 0.0 -0.1 0.0
C 0.0 0.0 0.0
C 0.0 0.0 0.0
C 0.1 -0.1 -0.1
N -0.1 0.1 0.2
H 0.0 0.0 0.0
H 0.0 0.0 0.0
H 0.0 0.0 0.0
H 0.0 0.0 -0.1
H 0.0 0.0 0.0
H 0.0 0.0 0.0
H 0.0 0.0 0.0
H 0.0 0.0 0.0
N 0.1 0.0 0.0
C -0.1 0.1 0.2
N 0.0 -0.1 0.0
N 0.1 0.1 0.1
N 0.1 0.1 -0.3
N -0.1 -0.2 -0.2
C -0.1 -0.1 0.0
N 0.0 0.1 0.0
N -0.1 0.2 0.0
N 0.0 0.1 0.1
N -0.1 0.0 -0.2
H 0.0 0.0 0.0
C 0.0 0.0 0.0
C 0.0 0.0 0.0
S -0.1 0.0 0.1
O 0.0 0.0 0.0
O 0.0 0.0 0.0
C 0.1 0.0 0.0
C 0.1 -0.1 -0.1
N -0.1 -0.1 0.2
C 0.1 0.0 -0.2
N -0.1 0.1 0.2
C 0.1 -0.2 -0.1
C 0.1 0.0 0.1
N 0.0 0.1 -0.3
O 0.0 0.0 0.1
O 0.0 0.0 0.1
C 0.0 0.0 0.0
H 0.0 0.0 0.0
H 0.0 0.0 0.0
H 0.0 0.0 0.0
H 0.0 0.0 0.0
H 0.0 0.0 0.0
H 0.0 -0.1 0.0
H 0.0 0.0 0.0
H 0.0 0.0 0.0
H 0.0 0.0 0.0
H 0.0 0.0 0.0
H 0.0 0.0 0.0
H 0.0 0.0 0.1
H 0.0 0.0 0.0

=====

> The lowest ΔE to the lowest compared entry with this formula, charge and spin belongs to which entry?

C18H24ClN2O2S